The following is a DFT calculation (ωB97M-V/def2-TZVPD) of C9H19N3O3 in the gas phase at a distorted geometry.

```
34
Properties=species:S:1:pos:R:3:forces:R:3
C -0.02563 0.28995 0.11474 0.483 0.266 -1.696
C -1.51026 0.03393 -0.25613 0.833 -1.173 0.463
C 0.86336 -1.01965 -0.11453 -3.769 0.044 -2.482
C 2.35199 -0.88324 -0.41303 0.621 2.336 0.942
C 3.32892 -0.65066 0.76214 -0.639 -1.585 1.365
C 4.76560 -0.37062 0.29545 1.871 -0.771 1.650
C -3.76550 0.58111 0.18075 -3.110 3.506 2.586
C -4.61472 -0.66927 0.19307 0.257 -6.003 1.732
C -3.95110 1.52651 -0.97803 1.581 0.163 -2.488
H 0.65160 1.47323 1.70125 -1.800 -2.583 -0.295
H 0.23377 -0.17031 1.88926 1.218 -2.255 2.549
H 0.25515 1.20496 -0.47942 0.075 -1.054 0.162
H 0.22920 -1.72521 0.53432 2.211 0.229 -0.141
H 0.41840 -1.34844 -1.09621 0.494 0.063 0.612
H 2.87410 -1.60304 -0.98820 -0.495 -1.665 -0.708
H 2.42081 0.00979 -1.14117 -0.266 -0.911 1.261
H 3.40540 -1.67510 1.48582 -0.512 2.888 -1.802
H 2.94758 0.23867 1.37732 0.682 -1.284 -0.523
H 5.22557 -0.04423 1.26652 0.103 0.435 -1.098
H 5.48400 -1.27299 0.06994 -1.995 1.135 0.132
H 4.28169 1.41655 -0.80767 1.942 -1.670 0.957
H 4.47106 0.12677 -1.56523 0.205 -0.943 -1.318
H -1.97386 0.82313 1.43961 -0.474 0.493 0.362
H -4.27452 1.17104 1.02718 0.633 -0.795 -0.977
H -3.69373 2.53419 -0.64298 0.220 -0.149 -0.216
H -3.41952 1.30383 -1.99901 -0.364 0.102 2.184
H -4.93845 1.57141 -1.30851 -2.000 0.002 -0.172
H -3.19103 -1.21927 -1.06328 -0.954 -0.769 0.704
N -0.04682 0.64595 1.49108 1.346 5.206 0.381
N 4.97120 0.55351 -0.81987 -2.063 2.436 0.413
N -2.39882 0.59958 0.55060 1.060 -0.958 -0.130
O -1.86634 -0.74839 -1.12834 1.498 0.496 -1.734
O -5.51163 -1.04295 1.00905 2.929 2.686 -3.267
O -3.99749 -1.66071 -0.58646 -1.824 2.085 0.590
```
Forces are in eV/Å.

Calculated values
highest occupied orbital energy = -9.81 eV
ΔE to the lowest compared entry with this formula, charge and spin = 3.8943 eV
energy = -20251.322 eV
LUMO = 0.28 eV
net charge = 0
SMILES = C[C@H](NC(=O)[C@@H](N)CCCCN)C(=O)O

Atom charges from the Löwdin analysis, given in e for atoms 1 to 4:
1 C -0.301
2 C -0.405
3 C -0.136
4 C -0.230